Record 1
{
  "formula": "C4H8NO",
  "method": "wB97M-V/def2-TZVPD",
  "symbols": ["C", "C", "C", "C", "N", "O", "H", "H", "H", "H", "H", "H", "H", "H"],
  "coordinates": [[1.2438, -0.5763, -0.2598], [-1.2034, 0.2714, -0.5190], [2.3169, 0.4060, 0.2324], [-2.2302, -0.5056, 0.3377], [0.1055, -0.1666, -0.4108], [-0.3598, 1.3061, 0.0864], [1.5797, -1.4816, -0.6479], [-1.4699, 0.7237, -1.5029], [3.1910, 0.0796, -0.2837], [1.9840, 1.4649, -0.0494], [2.2449, 0.5315, 1.3393], [-2.0106, -0.7779, 1.4429], [-2.4331, -1.4577, -0.1469], [-2.9588, 0.1826, 0.3818]],
  "total_energy_ha": -286.7734,
  "e_homo_ev": -16.61,
  "lumo_energy_ev": -5.07,
  "max_force_ev_per_a": 4.01,
  "relative_energy_kj_mol": 443.9,
  "charge": 1
}

Record 2
{
  "formula": "C4H8NO",
  "method": "wB97M-V/def2-TZVPD",
  "symbols": ["C", "C", "C", "C", "N", "O", "H", "H", "H", "H", "H", "H", "H", "H"],
  "coordinates": [[0.0410, -1.4825, -1.2440], [1.1298, 0.2058, 0.8837], [-0.2061, -0.3176, 1.3389], [0.0115, 0.0667, -0.0850], [-0.6924, 1.1821, -0.7207], [-0.5214, -1.3333, -2.2601], [0.5864, -2.3048, -0.8051], [1.4272, 1.1930, 1.2037], [1.9566, -0.4838, 0.8074], [-0.3003, -1.3666, 1.5716], [-0.8196, 0.3112, 1.9676], [-0.9961, 0.8712, -1.6621], [-0.0882, 2.0102, -0.8176], [-1.5284, 1.4482, -0.1784]],
  "total_energy_ha": -286.8687,
  "e_homo_ev": -14.23,
  "lumo_energy_ev": -3.62,
  "max_force_ev_per_a": 4.81,
  "relative_energy_kj_mol": 193.8,
  "charge": 1
}

Record 3
{
  "formula": "C4H8NO",
  "method": "wB97M-V/def2-TZVPD",
  "symbols": ["C", "C", "C", "C", "N", "O", "H", "H", "H", "H", "H", "H", "H", "H"],
  "coordinates": [[1.0288, 0.1355, 1.4476], [-0.3526, 1.5848, -0.1323], [-0.9381, 0.4326, -0.7484], [-0.0510, -1.3607, -0.0563], [0.6679, -0.8504, 0.8737], [0.6871, -1.8808, -1.0811], [1.6863, 0.1744, 2.3591], [-0.9593, 2.2573, 0.4314], [0.4099, 2.2458, -0.5161], [0.8271, 1.1335, 0.8731], [-0.3564, 0.2689, -1.6809], [-1.9917, 0.3954, -0.4221], [-0.9438, -1.8916, 0.2298], [0.2859, -2.6448, -1.5775]],
  "total_energy_ha": -286.7937,
  "e_homo_ev": -14.82,
  "lumo_energy_ev": -4.85,
  "max_force_ev_per_a": 3.98,
  "relative_energy_kj_mol": 390.7,
  "charge": 1
}

Record 4
{
  "formula": "C4H8NO",
  "method": "wB97M-V/def2-TZVPD",
  "symbols": ["C", "C", "C", "C", "N", "O", "H", "H", "H", "H", "H", "H", "H", "H"],
  "coordinates": [[-1.7266, 0.4510, 0.6485], [-1.4120, 0.4404, -0.7547], [-1.1686, -0.8192, 0.0057], [0.9101, -0.1887, -0.5552], [2.1109, 0.2021, 0.2271], [0.1748, -1.1257, 0.1873], [-1.2091, 1.1154, 1.3314], [-2.7622, 0.3108, 0.9385], [-1.4426, 0.9268, -1.6964], [-1.8069, -1.6928, -0.0379], [1.1509, -0.4907, -1.5680], [1.8152, 0.6068, 1.1267], [2.6696, 0.8877, -0.2942], [2.6966, -0.6238, 0.4411]],
  "total_energy_ha": -286.7642,
  "e_homo_ev": [-12.82, -13.41],
  "lumo_energy_ev": [-4.93, -4.34],
  "max_force_ev_per_a": 2.58,
  "relative_energy_kj_mol": 468.0,
  "charge": 1
}

Record 5
{
  "formula": "C4H8NO",
  "method": "wB97M-V/def2-TZVPD",
  "symbols": ["C", "C", "C", "C", "N", "O", "H", "H", "H", "H", "H", "H", "H", "H"],
  "coordinates": [[-1.7411, 0.0724, 0.0964], [-0.8991, 1.4002, -0.1473], [-0.5082, -0.6222, 0.7590], [0.1529, 0.4836, 0.2644], [0.5489, -0.5596, -0.3425], [2.8683, -0.0888, 0.0784], [-2.5870, -0.0826, 0.7780], [-1.7860, -0.4912, -0.8593], [-0.7564, 1.6143, -1.2338], [-1.1907, 2.2429, 0.5665], [-0.3380, -1.3808, 1.4394], [2.3954, -1.0607, 0.2473], [0.3732, -0.8619, -1.3496], [3.4678, -0.6657, -0.2969]],
  "total_energy_ha": -286.7228,
  "e_homo_ev": -15.09,
  "lumo_energy_ev": -5.87,
  "max_force_ev_per_a": 5.06,
  "relative_energy_kj_mol": 576.8,
  "charge": 1
}

Record 6
{
  "formula": "C4H8NO",
  "method": "wB97M-V/def2-TZVPD",
  "symbols": ["C", "C", "C", "C", "N", "O", "H", "H", "H", "H", "H", "H", "H", "H"],
  "coordinates": [[-0.2703, 0.8212, 0.5499], [0.3900, 0.2106, -0.6979], [2.5320, -0.0108, 0.4821], [-3.5562, -1.3801, 0.2996], [1.7656, -0.1212, -0.5179], [-3.4066, -0.7881, -0.7037], [-1.3156, 1.3208, 0.3431], [0.2704, 0.9095, 1.5040], [-0.1010, -0.6361, -1.1687], [0.3592, 0.9071, -1.5752], [1.9388, 0.5177, 1.2930], [3.5813, 0.0691, 0.4574], [-4.3851, -1.4563, 1.1298], [2.1974, -0.3631, -1.3956]],
  "total_energy_ha": -286.7448,
  "e_homo_ev": [-13.33, -10.84],
  "lumo_energy_ev": [-5.34, -5.45],
  "max_force_ev_per_a": 4.82,
  "relative_energy_kj_mol": 518.9,
  "charge": 1
}